(1)
# C19H19BCl4N3O2SiZn

A structure of composition C19H19BCl4N3O2SiZn (ωB97M-V/def2-TZVPD, the Open Molecules 2025 dataset).

ORCA input file:
```
! wB97M-V def2-TZVPD RIJCOSX def2/J DEFGRID3
* xyz -1 1
Zn 0.542 0.675 0.527
Cl -4.106 4.289 4.685
C -2.719 3.565 3.907
C -1.551 4.329 3.734
C -0.455 3.787 3.127
C -0.445 2.443 2.642
O 0.603 1.985 2.072
C -1.640 1.683 2.851
C -1.746 0.305 2.496
N -0.824 -0.381 1.909
C -0.986 -1.746 1.671
C -1.861 -2.591 2.311
C -1.915 -3.960 1.987
C -1.082 -4.498 1.049
C -0.138 -3.671 0.396
C 0.786 -4.154 -0.562
C 1.682 -3.300 -1.126
C 1.659 -1.943 -0.747
N 0.809 -1.461 0.121
C -0.091 -2.300 0.705
C -2.761 2.274 3.475
H -1.535 5.354 4.083
H 0.446 4.367 2.976
H -2.696 -0.171 2.756
H -2.514 -2.212 3.087
H -2.628 -4.592 2.502
H -1.122 -5.552 0.803
H 0.768 -5.204 -0.831
H 2.398 -3.629 -1.865
H 2.366 -1.247 -1.178
H -3.661 1.686 3.608
B -3.546 1.860 -1.512
C -2.104 1.476 -0.996
N -1.053 1.192 -0.608
H -3.889 0.987 -2.284
H -4.264 1.898 -0.533
H -3.465 2.939 -2.057
C -1.519 -1.298 -3.289
C -0.415 -0.348 -3.690
O 0.836 -0.958 -3.370
H -2.496 -0.865 -3.507
H -1.471 -1.488 -2.214
H -1.420 -2.248 -3.818
H -0.526 0.594 -3.150
H -0.462 -0.134 -4.764
H 1.505 -0.266 -3.290
Cl 4.404 0.674 0.487
Si 2.681 1.539 -0.391
Cl 3.027 3.593 -0.190
Cl 3.141 1.276 -2.472
*
```

Results
Energy relative to the best compared isomer or geometry (same formula, charge and spin), kcal per mole: 0.0
F_max, Eh/bohr: 0.0027
HOMO-LUMO gap, eV: 6.871
LUMO, eV: 1.6
DFT total energy, eV: -135647.285
Highest occupied orbital energy, eV: -5.26

***

(2)
# C24H55BNO6P

A cluster of 4 separate species, C24H55BNO6P in total (ωB97M-V/def2-TZVPD, the Open Molecules 2025 dataset).

ORCA input file:
```
! wB97M-V def2-TZVPD RIJCOSX def2/J DEFGRID3
* xyz 0 1
C 0.405 -4.078 0.863
B -0.322 -5.360 0.361
O 0.047 -6.604 0.820
O -1.375 -5.370 -0.556
C -2.021 -4.236 -0.986
O -1.452 -3.350 -1.531
N -3.423 -4.289 -0.779
C -4.057 -5.347 -1.589
O -5.043 -6.083 -0.884
C -4.749 -7.405 -0.614
C -3.698 -7.643 0.437
O -5.358 -8.270 -1.150
P -4.014 -4.031 0.871
C -4.819 -2.397 0.633
O -2.614 -3.466 1.558
H -0.102 -3.146 0.617
H 0.519 -4.125 1.952
H 1.423 -4.015 0.462
H -0.703 -7.187 0.977
H -4.576 -4.870 -2.423
H -3.291 -6.014 -2.000
H -3.070 -6.768 0.600
H -4.214 -7.878 1.373
H -3.094 -8.504 0.148
H -5.824 -2.437 1.063
H -4.874 -2.157 -0.428
H -4.239 -1.631 1.152
H -2.241 -4.135 2.144
C 2.997 1.458 -0.811
C 1.493 1.708 -0.846
C 0.894 2.046 0.517
C 1.034 0.948 1.570
C 0.441 -0.401 1.165
C -1.061 -0.344 0.902
H 3.249 0.601 -0.184
H 3.384 1.255 -1.811
H 3.528 2.328 -0.418
H 0.987 0.834 -1.265
H 1.288 2.535 -1.532
H -0.164 2.292 0.384
H 1.366 2.958 0.900
H 0.554 1.291 2.493
H 2.090 0.809 1.818
H 0.637 -1.120 1.966
H 0.953 -0.786 0.279
H -1.594 0.019 1.785
H -1.460 -1.329 0.655
H -1.299 0.319 0.068
C 0.002 3.505 6.365
C 0.135 3.920 4.903
C 1.581 4.132 4.459
C 2.330 5.241 5.200
C 1.673 6.619 5.119
C 1.558 7.155 3.696
H 0.381 4.275 7.039
H -1.041 3.325 6.629
H 0.559 2.586 6.560
H -0.449 4.828 4.726
H -0.310 3.147 4.272
H 1.594 4.337 3.385
H 2.132 3.194 4.590
H 3.343 5.307 4.791
H 2.449 4.965 6.251
H 2.262 7.319 5.718
H 0.681 6.588 5.578
H 2.541 7.216 3.223
H 1.123 8.155 3.687
H 0.927 6.519 3.074
C 0.511 -0.574 -4.165
C 0.651 -0.138 -5.619
C 2.103 0.071 -6.047
C 2.852 1.147 -5.257
C 2.206 2.532 -5.283
C 2.109 3.132 -6.681
H 0.893 0.189 -3.486
H -0.534 -0.747 -3.903
H 1.058 -1.500 -3.976
H 0.078 0.780 -5.780
H 0.201 -0.892 -6.270
H 2.130 0.311 -7.114
H 2.645 -0.874 -5.939
H 3.871 1.223 -5.651
H 2.957 0.827 -4.216
H 2.794 3.199 -4.647
H 1.210 2.487 -4.834
H 3.097 3.206 -7.142
H 1.681 4.135 -6.649
H 1.479 2.528 -7.336
*
```

Results
F_max, Eh/bohr: 0.0137
HOMO-LUMO gap, eV: 9.120
LUMO, eV: 0.1
DFT total energy, eV: -49524.266
Highest occupied orbital energy, eV: -8.99

***

(3)
# C29H28Cl3MnN4O2S7Sb

A structure of composition C29H28Cl3MnN4O2S7Sb (ωB97M-V/def2-TZVPD, the Open Molecules 2025 dataset).

ORCA input file:
```
! wB97M-V def2-TZVPD RIJCOSX def2/J DEFGRID3
* xyz 0 4
Mn -1.442 2.191 -0.274
S -5.085 -0.727 -2.304
Sb -2.870 -0.516 -1.930
S -2.101 1.864 -2.272
S -2.371 0.377 0.381
S -1.307 -2.076 -2.450
Cl 4.158 0.180 -6.971
C 3.681 -0.543 -5.478
C 2.339 -0.596 -5.130
C 1.977 -1.174 -3.927
C 2.933 -1.692 -3.060
C 2.501 -2.296 -1.741
C 2.823 -1.333 -0.574
N 2.066 -0.120 -0.684
C 2.522 1.103 -1.068
C 1.442 1.935 -1.078
N 0.334 1.228 -0.707
C 0.748 -0.007 -0.476
O 3.178 -3.512 -1.492
C 2.389 -4.679 -1.622
C 1.424 -4.848 -0.482
C 1.824 -5.032 0.811
Cl 3.442 -5.154 1.353
S 0.491 -5.143 1.915
C -0.616 -4.947 0.607
C 0.007 -4.795 -0.586
C 4.274 -1.630 -3.436
Cl 5.522 -2.237 -2.409
C 4.653 -1.075 -4.647
H 1.584 -0.196 -5.789
H 0.932 -1.244 -3.658
H 1.413 -2.455 -1.763
H 3.891 -1.104 -0.571
H 2.561 -1.835 0.359
H 3.550 1.285 -1.308
H 1.391 2.976 -1.339
H 0.124 -0.819 -0.145
H 3.119 -5.494 -1.628
H 1.846 -4.679 -2.574
H -1.669 -4.955 0.808
H -0.515 -4.632 -1.513
H 5.695 -1.053 -4.929
C -7.097 5.350 2.334
C -6.411 4.640 1.208
C -7.106 4.106 0.123
C -6.363 3.418 -0.824
N -5.052 3.291 -0.738
C -4.478 3.861 0.308
S -2.754 3.770 0.468
N -5.093 4.514 1.284
H -8.135 5.563 2.085
H -6.581 6.281 2.569
H -7.068 4.725 3.228
H -8.173 4.219 0.029
H -6.817 2.946 -1.683
C 2.831 -2.109 3.288
C 1.877 -0.964 3.179
C 2.330 0.297 2.807
C 1.452 1.354 2.691
C 0.110 1.162 2.964
C -0.365 -0.081 3.346
C 0.523 -1.137 3.455
S -1.034 2.468 2.493
C -0.613 3.725 3.748
O -0.329 2.944 1.258
H 3.841 -1.809 3.014
H 2.528 -2.936 2.648
H 2.853 -2.479 4.312
H 3.378 0.451 2.601
H 1.799 2.328 2.379
H -1.418 -0.218 3.537
H 0.157 -2.112 3.739
H 0.447 3.947 3.704
H -0.899 3.334 4.719
H -1.200 4.608 3.509
*
```

Results
<S²>: 4.146
F_max, Eh/bohr: 0.0562
HOMO-LUMO gap (alpha / beta), eV: 6.057 / 6.920
LUMO (alpha / beta), eV: -2.0 / -1.2
DFT total energy, eV: -191855.691
Highest occupied orbital energy (alpha / beta), eV: -8.06 / -8.09

***

(4)
# C2H7N2O2

A cluster of 2 separate species, C2H7N2O2 in total (ωB97M-V/def2-TZVPD, the Open Molecules 2025 dataset).

ORCA input file:
```
! wB97M-V def2-TZVPD RIJCOSX def2/J DEFGRID3
* xyz -1 1
N 0.812 0.736 1.327
C 0.501 -0.688 1.380
N 0.784 -1.481 0.192
H -0.002 1.216 0.967
H 1.575 0.982 0.715
H -0.570 -0.743 1.563
H 1.011 -1.182 2.227
H 1.771 -1.538 -0.007
H 0.268 -0.967 -0.556
O -2.597 1.539 -1.699
C -1.567 0.896 -1.933
O -0.940 -0.020 -1.326
H -1.046 1.249 -2.850
*
```

Results
Energy relative to the best compared isomer or geometry (same formula, charge and spin), kcal per mole: 13.5
F_max, Eh/bohr: 0.0251
HOMO-LUMO gap, eV: 8.669
LUMO, eV: 4.4
DFT total energy, eV: -9264.112
Highest occupied orbital energy, eV: -4.30